1.
The ion C3H7N2O2 with charge +1 in a non-equilibrium geometry, computed with ωB97M-V/def2-TZVPD.

XYZ file:
```
14
Properties=species:S:1:pos:R:3:mulliken_charge:R:1
O -1.860 -1.546 -0.215 -0.4248
H -2.526 -1.275 0.415 0.3511
C 1.431 0.263 -0.801 0.1701
C -0.511 0.115 0.256 0.4452
O 1.891 -0.758 -1.442 -0.3587
N -0.623 -1.100 -0.163 -0.1610
H -1.196 1.816 0.915 0.2085
H -2.357 0.955 0.031 0.2372
H 1.417 -0.482 1.156 0.2655
H 1.476 1.279 -1.408 0.3364
N -1.450 0.974 0.518 -0.4652
H 1.961 -1.707 -1.077 0.4532
H 1.352 1.186 1.195 0.3843
C 0.996 0.280 0.620 -0.4418
```

Orbital gap (spin up / spin down) in eV: 7.87 / 7.87
Charge: +1
Energy in eV: -10288.870

2.
A structure of composition C35H35N3O3P2Y in a non-equilibrium geometry, computed with ωB97M-V/def2-TZVPD.

XYZ file:
```
79
Properties=species:S:1:pos:R:3:mulliken_charge:R:1
O 0.885 -1.171 2.917 -0.7606
H 2.981 -4.273 3.354 0.5084
H 2.443 2.716 -2.766 0.3745
H 5.046 -4.177 4.735 0.4020
H 0.017 4.499 -5.947 0.3854
C -2.777 -0.744 -1.655 0.2263
H -3.715 -0.671 -2.262 0.0754
C 1.583 -3.910 1.239 -0.9486
C 2.242 -2.537 1.353 3.8231
C -2.063 2.604 -3.963 1.1567
C 5.511 -1.366 2.832 -0.8079
C -1.393 2.808 -2.717 0.3305
H 2.963 3.962 0.447 0.5125
H -0.473 0.550 3.344 0.2854
C -1.511 3.196 -5.137 -0.9299
N 2.530 -2.095 -0.013 0.1783
C 3.690 -3.463 3.210 -0.2018
H -0.024 -7.392 0.565 0.3936
C 4.348 -1.436 2.061 -0.3799
C -3.964 1.742 -2.740 1.0716
N 0.776 -0.852 0.629 0.5568
O -2.115 -1.638 -1.189 -0.4859
C -5.268 1.476 -0.256 -0.5039
H -0.678 2.232 2.747 0.2821
O 1.290 -0.845 -1.625 -0.8063
C -5.971 1.279 -1.465 -0.8837
H 2.423 -7.017 0.129 0.3933
C 5.766 -2.365 3.787 -0.4656
H -3.640 -0.273 3.041 0.4316
H -2.544 2.929 0.967 0.3649
H 1.124 4.899 -3.766 0.4414
H -3.738 1.599 -4.879 0.4971
C -0.391 4.011 -5.057 -0.8885
H -3.858 2.130 1.884 0.6353
C 3.468 -2.499 2.227 -0.7372
C 0.428 -6.412 0.755 -0.4196
H 6.197 -0.526 2.687 0.3955
C -3.252 1.957 -1.519 -0.1472
H 3.218 1.505 -1.710 0.2960
C 0.246 4.240 -3.817 -0.5856
C -3.163 2.025 1.043 -1.3401
H 3.424 -4.799 0.578 0.4531
C -1.207 1.297 2.996 -1.0778
C -3.144 -0.632 2.126 -1.3173
H -5.789 1.382 0.708 0.4519
C -5.333 1.365 -2.685 -0.5613
H -1.432 -5.497 1.426 0.4162
H 1.132 4.791 -1.425 0.5138
N -1.875 2.124 -1.607 0.3044
H 4.139 -0.684 1.301 0.3781
C 1.543 -1.259 -0.435 -0.0272
C 4.853 -3.409 3.980 -0.8942
C 1.795 -6.214 0.521 -0.9324
C -3.262 1.875 -3.940 -1.1335
H 1.462 3.908 1.407 0.4062
H -2.533 -1.519 2.361 0.2687
C 1.238 -1.468 1.779 -1.2908
H -1.952 1.499 3.784 0.4636
Y -0.623 0.290 -0.854 -0.2058
C 0.220 -4.100 1.465 0.0172
H -7.047 1.091 -1.418 0.3972
P -2.015 0.654 1.488 1.5384
H -2.033 3.052 -6.090 0.4318
H 2.612 2.550 1.455 0.4028
H -0.343 4.252 -0.562 0.3873
C -0.360 -5.358 1.228 -0.8729
H 6.680 -2.307 4.387 0.3822
C 2.366 -4.967 0.772 0.0505
C 2.163 3.314 0.817 -1.5608
H 3.082 -2.661 -0.660 0.3403
H -0.404 -3.285 1.839 0.4706
P 1.315 2.500 -0.597 1.2769
C 2.749 2.492 -1.742 -1.3730
C -3.923 1.841 -0.263 -0.0466
C -0.249 3.666 -2.642 0.2941
C 0.418 3.959 -1.304 -1.2901
H 3.471 3.238 -1.403 0.4514
H -5.872 1.215 -3.632 0.4208
H -3.902 -0.891 1.373 0.3406
```

Orbital gap (spin up / spin down) in eV: 5.04 / 5.04
Charge: +1
Energy in eV: -67094.352

3.
A cluster of 4 separate species, H10NO3 in total in a non-equilibrium geometry, computed with ωB97M-V/def2-TZVPD.

XYZ file:
```
14
Properties=species:S:1:pos:R:3:mulliken_charge:R:1
H -0.531 -0.806 0.521 0.3902
O 2.019 -0.246 -1.830 -0.6301
H 2.481 -0.271 -2.675 0.3130
H -0.746 -3.465 0.221 0.3195
H 0.710 0.352 0.343 0.3218
H -0.253 0.372 1.696 0.3874
H -0.903 0.839 0.269 0.3720
N -0.231 0.169 0.694 -0.4062
O -1.564 2.536 0.144 -0.6771
H 2.766 -0.347 -1.251 0.3206
H -1.470 2.782 -0.764 0.3327
O -0.589 -2.596 0.571 -0.6729
H -1.530 3.343 0.635 0.3149
H -0.158 -2.662 1.426 0.3140
```

Orbital gap in eV: 11.94
Charge: +1
Energy in eV: -7789.049

4.
A cluster of 2 separate species, H2IN in total in a non-equilibrium geometry, computed with ωB97M-V/def2-TZVPD.

XYZ file:
```
4
Properties=species:S:1:pos:R:3:mulliken_charge:R:1
N 0.128 0.540 0.259 -0.6295
H 0.486 0.417 -0.661 0.3080
H 1.157 -0.905 0.440 0.1727
I -1.771 -0.052 -0.038 0.1488
```

Orbital gap (spin up / spin down) in eV: 8.17 / 8.16
Charge: 0
Energy in eV: -9618.936

In order of appearance, relative energy (zero: lowest compared OMol25 entry of this formula, charge and spin) = 90.9, 44.5, 14.5, 0.0 kcal/mol.